18
Properties=species:S:1:pos:R:3 method="wB97M-V/def2-TZVPD" total_charge=+3 homo_ev="-20.6 / -20.6" gap_ha="0.1987 / 0.2139" total_energy_ev=-43271.7362 multiplicity=7 relative_energy_kj_mol=193.4
Tb 0.88 1.24 0.63
O -3.92 -2.41 -0.08
C -2.90 -1.93 0.03
C 0.31 1.82 -1.52
O 0.03 1.87 -2.68
C 2.89 -0.04 1.87
O 3.78 -0.63 2.33
C 0.74 -0.82 -1.06
O 0.69 -1.44 -2.03
N -4.36 0.89 2.96
N -3.24 1.45 2.31
N -3.43 2.68 1.75
C -2.24 2.87 1.16
N -1.37 1.81 1.39
N -2.15 0.81 1.93
H -4.01 0.22 3.61
H -4.91 1.61 3.44
H -1.99 3.77 0.61

10
Properties=species:S:1:pos:R:3 method="wB97M-V/def2-TZVPD" homo_ev=-9.2 gap_ha=0.3564 total_energy_ev=-8767.2944 multiplicity=1 relative_energy_kj_mol=261.7
C -0.05 -1.97 0.18
C 0.76 -1.08 0.15
C 1.28 0.26 -0.11
C 0.51 1.34 0.03
N -0.86 1.22 0.22
C -1.86 0.60 0.09
O -2.89 0.07 0.02
H 0.23 -3.01 -0.01
H 2.31 0.21 -0.37
H 0.56 2.37 -0.19

10
Properties=species:S:1:pos:R:3 method="wB97M-V/def2-TZVPD" homo_ev="-9.4 / -9.5" gap_ha="0.2541 / 0.3029" total_energy_ev=-8763.0782 multiplicity=1 relative_energy_kj_mol=668.5
C -1.30 2.17 -1.61
C -1.11 1.11 -0.93
C -0.46 0.14 -0.24
C -0.22 -1.22 -0.52
O 0.63 -1.71 0.38
N 1.07 -0.87 1.27
C 0.50 0.38 0.89
H 1.25 0.91 0.27
H -0.60 -1.91 -1.25
H 0.24 1.01 1.74

10
Properties=species:S:1:pos:R:3 method="wB97M-V/def2-TZVPD" homo_ev=-9.7 gap_ha=0.3864 total_energy_ev=-8769.1794 multiplicity=1 smiles=N#Cc1ccoc1 relative_energy_kj_mol=79.8
N 3.07 -0.67 -0.16
C 2.00 -0.26 -0.07
C 0.63 0.09 0.00
C -0.49 -0.96 -0.29
C -1.63 -0.27 -0.08
O -1.28 1.13 0.40
C 0.06 1.25 0.39
H -0.34 -2.02 -0.59
H -2.71 -0.45 -0.15
H 0.69 2.16 0.55

10
Properties=species:S:1:pos:R:3 method="wB97M-V/def2-TZVPD" homo_ev=-9.4 gap_ha=0.3743 total_energy_ev=-8767.0279 multiplicity=1 smiles=C#Cc1cnoc1 relative_energy_kj_mol=287.4
C 2.32 0.24 0.50
C 1.18 -0.12 0.70
C -0.21 -0.16 0.43
C -1.07 -1.14 -0.15
N -2.10 -0.59 -0.73
O -1.96 0.77 -0.56
C -0.84 1.00 0.11
H 3.17 0.61 -0.02
H -0.94 -2.21 -0.20
H -0.52 2.02 0.29

11
Properties=species:S:1:pos:R:3 method="wB97M-V/def2-TZVPD" homo_ev=-9.9 gap_ha=0.3012 total_energy_ev=-10815.9183 multiplicity=1 smiles="O=CC1=CN=CC1=O" relative_energy_kj_mol=144.4
O -2.61 0.13 0.04
C -1.76 -0.75 -0.09
C -0.26 -0.49 -0.03
C 0.70 -1.45 0.02
N 2.03 -0.79 0.00
C 1.94 0.48 -0.07
C 0.34 0.86 0.02
O -0.07 1.99 0.02
H -2.05 -1.80 -0.02
H 0.68 -2.52 0.27
H 2.82 1.06 0.11